No. 1
This record from the Open Molecules 2025 dataset describes a single C3H5NO molecule. The level of theory is the ωB97M-V functional and the def2-TZVPD basis.

## Properties
Multiplicity: 1
Energy relative to the best compared isomer or geometry (same formula, charge and spin): 184.33 kJ/mol
DFT total energy: -247.23703 a.u.
E_LUMO: 0.837 eV

CARTESIAN COORDINATES (ANGSTROEM)
O  1.87  0.56  -1.52
C  1.27  0.75  -0.44
N  -0.07  0.63  -0.33
C  -0.71  -0.01  0.84
C  -0.64  -0.71  -0.45
H  1.78  0.97  0.46
H  -0.38  -0.33  1.79
H  -1.66  0.48  1.09
H  -1.54  -0.80  -0.99
H  0.08  -1.53  -0.45

No. 2
This record from the Open Molecules 2025 dataset describes 2 unconnected molecules or ions with the total composition C5H12O2. The level of theory is the ωB97M-V functional and the def2-TZVPD basis.

## Properties
Multiplicity: 1
Energy relative to the best compared isomer or geometry (same formula, charge and spin): 105.77 kJ/mol
DFT total energy: -348.16453 a.u.
E_LUMO: 1.013 eV

CARTESIAN COORDINATES (ANGSTROEM)
C  0.44  -2.09  0.75
C  1.43  -1.01  1.23
C  1.70  0.09  0.21
C  0.38  0.77  -0.25
C  -0.21  0.15  -1.47
O  -1.38  0.12  -1.72
H  0.67  -2.38  -0.28
H  -0.58  -1.73  0.77
H  0.49  -2.98  1.37
H  1.04  -0.65  2.17
H  2.35  -1.54  1.48
H  2.27  0.85  0.73
H  2.16  -0.20  -0.71
H  -0.35  0.69  0.57
H  0.51  1.85  -0.39
H  0.47  -0.29  -2.22
O  -3.43  2.85  -0.85
H  -3.93  2.04  -0.97
H  -4.02  3.46  -0.41

No. 3
This record from the Open Molecules 2025 dataset describes 10 unconnected molecules or ions with the total composition C36H86N10O8. The level of theory is the ωB97M-V functional and the def2-TZVPD basis.

## Properties
Multiplicity: 1
Energy relative to the best compared isomer or geometry (same formula, charge and spin): 228.53 kJ/mol
DFT total energy: -2572.77153 a.u.
E_LUMO: -0.185 eV

CARTESIAN COORDINATES (ANGSTROEM)
C  -1.85  7.52  1.64
C  -1.17  7.22  0.21
N  -1.57  5.90  -0.32
C  -1.06  4.80  0.50
C  0.53  4.70  0.49
C  -1.12  5.78  -1.71
C  -1.58  4.44  -2.32
H  -1.64  8.57  1.89
H  -1.39  6.99  2.47
H  -2.92  7.29  1.64
H  -1.49  7.94  -0.55
H  -0.09  7.37  0.27
H  -1.47  4.92  1.50
H  -1.56  3.90  0.15
H  0.97  4.62  -0.50
H  0.98  5.56  0.99
H  0.88  3.89  1.13
H  -0.06  5.97  -1.88
H  -1.65  6.55  -2.26
H  -1.47  4.45  -3.41
H  -2.65  4.26  -2.24
H  -1.08  3.56  -1.92
C  -3.42  -7.23  1.42
C  -3.31  -5.68  1.23
N  -2.02  -5.24  1.86
C  -1.78  -3.84  1.64
C  -0.34  -3.44  1.90
C  -1.77  -5.69  3.23
C  -2.83  -5.08  4.20
H  -2.43  -7.68  1.32
H  -4.08  -7.76  0.74
H  -3.91  -7.46  2.37
H  -3.33  -5.56  0.15
H  -4.23  -5.20  1.54
H  -1.99  -3.69  0.58
H  -2.54  -3.27  2.18
H  -0.27  -2.45  1.47
H  -0.14  -3.33  2.97
H  0.35  -4.13  1.41
H  -0.80  -5.29  3.53
H  -1.75  -6.77  3.31
H  -3.89  -5.09  3.94
H  -2.63  -4.01  4.14
H  -2.72  -5.38  5.24
C  2.58  2.99  5.02
N  2.62  2.00  3.98
C  1.60  1.59  3.24
C  1.90  0.38  2.38
O  0.46  2.07  3.26
H  2.69  2.57  6.03
H  1.61  3.48  5.07
H  3.27  3.83  4.86
H  3.53  1.62  3.74
H  2.43  0.78  1.51
H  1.01  -0.14  2.03
H  2.50  -0.34  2.94
C  -3.90  -2.82  -1.64
N  -4.86  -1.78  -1.92
C  -4.54  -0.49  -2.22
C  -5.67  0.55  -2.33
O  -3.36  -0.19  -2.46
H  -3.69  -2.94  -0.57
H  -2.92  -2.71  -2.11
H  -4.32  -3.78  -1.94
H  -5.80  -2.14  -2.04
H  -5.59  1.44  -1.70
H  -6.63  0.11  -2.05
H  -5.77  0.86  -3.37
C  -1.12  0.91  0.25
N  0.00  1.40  -0.51
C  0.81  0.69  -1.29
C  0.32  -0.50  -2.06
O  2.00  1.03  -1.46
H  -1.11  1.24  1.28
H  -1.18  -0.18  0.24
H  -2.04  1.20  -0.25
H  0.47  2.18  -0.07
H  0.85  -1.34  -1.62
H  0.60  -0.53  -3.11
H  -0.75  -0.63  -1.92
C  -1.30  -2.26  -4.91
N  -1.70  -0.86  -4.69
C  -1.41  0.15  -5.53
C  -1.77  1.53  -5.10
O  -0.76  -0.02  -6.58
H  -1.25  -2.53  -5.97
H  -2.08  -2.92  -4.53
H  -0.35  -2.45  -4.41
H  -2.11  -0.56  -3.82
H  -2.22  2.08  -5.93
H  -0.81  1.99  -4.88
H  -2.35  1.48  -4.18
C  2.29  -3.41  -5.42
N  2.80  -2.14  -4.94
C  2.42  -0.93  -5.37
C  3.04  0.28  -4.63
O  1.75  -0.73  -6.41
H  3.21  -3.94  -5.67
H  1.66  -3.16  -6.27
H  1.72  -4.03  -4.72
H  3.34  -2.09  -4.09
H  3.27  -0.01  -3.60
H  2.27  1.05  -4.63
H  3.90  0.74  -5.11
C  -1.27  -0.87  4.71
N  -1.94  -0.04  3.72
C  -3.25  0.01  3.49
C  -4.24  -0.81  4.29
O  -3.59  0.89  2.71
H  -1.42  -0.50  5.73
H  -0.19  -0.94  4.60
H  -1.57  -1.92  4.77
H  -1.40  0.52  3.09
H  -5.14  -0.24  4.54
H  -3.86  -1.10  5.27
H  -4.51  -1.76  3.82
C  4.52  2.89  0.77
N  5.69  2.12  1.32
C  6.95  2.52  1.27
C  7.98  1.55  1.83
O  7.35  3.57  0.73
H  4.79  3.83  0.30
H  3.78  3.10  1.54
H  4.12  2.25  -0.02
H  5.53  1.28  1.86
H  8.20  1.85  2.86
H  8.94  1.43  1.33
H  7.61  0.53  1.95
C  3.29  -2.72  1.15
N  3.43  -2.72  -0.33
C  4.21  -1.92  -1.13
C  4.78  -0.63  -0.55
O  4.38  -2.14  -2.37
H  3.47  -3.73  1.52
H  2.27  -2.46  1.44
H  3.98  -2.09  1.71
H  2.96  -3.52  -0.73
H  5.82  -0.82  -0.33
H  4.36  -0.32  0.41
H  4.75  0.24  -1.21

No. 4
This record from the Open Molecules 2025 dataset describes a molecular structure, C28H52OP2Yb. The level of theory is the ωB97M-V functional and the def2-TZVPD basis.

## Properties
Multiplicity: 2
Charge: +1
Energy relative to the best compared isomer or geometry (same formula, charge and spin): 79.22 kJ/mol
DFT total energy: -3014.37207 a.u.
E_LUMO (alpha / beta): -2.699 / -3.514 eV

CARTESIAN COORDINATES (ANGSTROEM)
Yb  -0.48  -0.97  -1.27
C  1.40  -1.99  3.37
C  0.29  -1.15  3.07
C  0.18  -3.01  1.70
C  1.30  -3.16  2.58
C  -0.47  -1.80  2.05
C  2.61  -1.60  4.14
H  2.39  -1.10  5.09
H  3.13  -0.83  3.54
H  3.32  -2.41  4.32
C  2.27  -4.27  2.58
H  2.81  -4.30  3.53
H  3.02  -4.19  1.78
H  1.73  -5.20  2.42
C  -0.28  -3.92  0.59
H  0.42  -4.74  0.40
H  -0.46  -3.46  -0.39
H  -1.23  -4.41  0.84
C  -1.71  -1.33  1.34
H  -2.50  -0.98  2.02
H  -2.18  -2.12  0.72
H  -1.47  -0.46  0.68
C  0.12  0.21  3.68
H  -0.48  0.24  4.62
H  -0.49  0.80  2.99
H  1.10  0.72  3.81
C  1.88  2.91  0.81
C  1.89  3.08  2.15
C  0.88  3.93  2.87
C  -0.03  4.80  2.00
C  -1.37  4.21  1.76
C  -1.56  3.03  1.16
C  -0.50  2.05  0.82
C  0.68  2.56  0.01
H  1.41  4.64  3.56
H  0.48  4.95  1.04
H  0.37  3.28  3.57
H  0.34  3.35  -0.68
H  2.80  2.98  0.19
H  2.68  2.65  2.78
H  0.96  1.77  -0.69
H  -0.09  1.62  1.75
H  -2.55  2.66  0.91
H  -0.92  1.20  0.25
H  -0.18  5.80  2.47
H  -2.20  4.75  2.21
P  -1.52  1.28  -2.77
P  -3.18  -1.21  -2.48
C  -2.56  0.96  -4.27
C  -3.33  -0.37  -4.18
H  -1.89  0.91  -5.14
H  -3.26  1.79  -4.41
H  -4.40  -0.21  -4.39
H  -2.98  -1.10  -4.94
C  -4.59  -2.40  -2.65
H  -4.84  -2.74  -1.64
H  -4.30  -3.25  -3.28
H  -5.48  -1.93  -3.08
C  -4.16  0.05  -1.54
H  -4.94  0.49  -2.15
H  -3.53  0.84  -1.13
H  -4.64  -0.49  -0.72
C  0.18  1.18  -3.46
H  0.94  1.21  -2.66
H  0.36  2.05  -4.11
H  0.31  0.27  -4.06
C  -1.62  3.16  -2.79
H  -1.97  3.55  -3.75
H  -0.63  3.55  -2.59
H  -2.26  3.55  -2.01
C  3.62  -0.13  -0.97
C  2.90  -1.48  -0.96
C  2.95  -2.16  -2.32
C  3.42  -2.46  0.07
O  1.51  -1.23  -0.73
H  4.70  -0.21  -0.79
H  3.17  0.61  -0.29
H  3.51  0.32  -1.96
H  3.94  -2.54  -2.62
H  2.22  -2.98  -2.34
H  2.56  -1.48  -3.08
H  3.13  -2.13  1.07
H  2.89  -3.39  -0.13
H  4.49  -2.68  0.09

No. 5
This record from the Open Molecules 2025 dataset describes a molecular structure, C6H17N5O2. The level of theory is the ωB97M-V functional and the def2-TZVPD basis.

## Properties
Multiplicity: 1
Charge: +2
Energy relative to the best compared isomer or geometry (same formula, charge and spin): 227.67 kJ/mol
DFT total energy: -662.20616 a.u.
E_LUMO (alpha / beta): -7.645 / -7.650 eV

CARTESIAN COORDINATES (ANGSTROEM)
C  -1.64  0.03  0.29
C  -2.21  -1.09  -0.59
C  -0.82  -3.15  -0.20
C  0.56  -0.56  -0.23
C  0.16  1.64  0.92
C  0.20  2.94  0.13
N  2.59  -1.42  -0.19
N  -0.24  0.40  0.15
N  1.90  -0.29  -0.18
N  -2.10  -2.47  0.04
N  1.54  3.23  -0.40
O  2.43  0.81  -0.40
O  3.87  -1.25  -0.04
H  -2.28  0.91  0.15
H  -1.84  -0.21  1.40
H  -3.25  -0.99  -0.51
H  -1.91  -1.23  -1.59
H  -0.73  -3.52  -1.31
H  -0.75  -3.88  0.52
H  0.13  -2.09  -0.18
H  1.16  1.43  1.42
H  -0.68  1.76  1.66
H  -0.12  3.85  0.71
H  -0.43  2.85  -0.79
H  -2.42  -2.34  1.10
H  -2.97  -2.96  -0.29
H  2.00  3.89  0.21
H  1.57  3.63  -1.35
H  2.17  2.30  -0.52
H  4.13  -2.21  0.04

No. 6
This record from the Open Molecules 2025 dataset describes a molecular structure, C42H51BaClFN3O6. The level of theory is the ωB97M-V functional and the def2-TZVPD basis.

## Properties
Multiplicity: 1
Charge: -2
Energy relative to the best compared isomer or geometry (same formula, charge and spin): 9.35 kJ/mol
DFT total energy: -2832.56719 a.u.
E_LUMO: 3.929 eV

CARTESIAN COORDINATES (ANGSTROEM)
Ba  -0.88  0.19  0.99
C  -2.51  -3.91  0.64
C  -0.98  -3.80  0.59
C  -0.35  -4.70  1.65
C  -0.49  -4.07  -0.82
C  0.11  -5.28  -1.15
C  0.53  -5.54  -2.44
C  0.34  -4.57  -3.41
C  -0.25  -3.35  -3.12
C  -0.38  -2.32  -4.24
C  -1.44  -2.75  -5.25
C  0.96  -2.07  -4.95
C  -0.69  -3.08  -1.80
N  -1.18  -1.81  -1.46
C  -2.31  -1.44  -2.05
O  -3.15  -2.16  -2.64
C  -2.58  0.06  -2.09
C  -3.69  0.54  -2.79
C  -3.85  1.91  -2.91
C  -2.92  2.77  -2.35
C  -1.85  2.22  -1.65
N  -1.70  0.91  -1.56
C  -0.75  3.14  -1.11
O  -0.80  4.31  -1.52
N  0.14  2.57  -0.30
C  1.37  3.20  -0.14
C  2.26  3.34  -1.24
C  3.51  3.91  -1.05
C  3.94  4.32  0.21
C  3.09  4.15  1.29
C  1.82  3.61  1.13
C  0.88  3.49  2.32
C  1.58  3.21  3.65
C  -0.03  4.71  2.40
C  1.87  2.85  -2.62
C  1.61  4.01  -3.58
C  2.93  1.90  -3.20
H  -2.87  -3.62  1.63
H  -2.81  -4.94  0.44
H  -2.97  -3.26  -0.10
H  -0.72  -2.77  0.83
H  -0.68  -5.73  1.56
H  -0.64  -4.33  2.64
H  0.75  -4.69  1.59
H  0.26  -6.03  -0.38
H  0.99  -6.49  -2.69
H  0.67  -4.77  -4.43
H  -0.69  -1.38  -3.79
H  -1.14  -3.69  -5.74
H  -1.56  -1.99  -6.03
H  -2.40  -2.89  -4.75
H  1.27  -2.94  -5.53
H  1.75  -1.83  -4.25
H  0.86  -1.23  -5.65
H  -4.38  -0.17  -3.22
H  -4.70  2.31  -3.46
H  -2.98  3.85  -2.44
H  4.17  4.02  -1.90
H  4.93  4.75  0.34
H  3.42  4.46  2.28
H  0.23  2.64  2.12
H  2.13  4.09  4.01
H  2.28  2.38  3.56
H  0.83  2.94  4.39
H  0.56  5.62  2.60
H  -0.76  4.60  3.20
H  -0.56  4.85  1.45
H  0.95  2.27  -2.52
H  2.52  4.62  -3.70
H  0.82  4.65  -3.18
H  1.31  3.65  -4.56
H  3.87  2.43  -3.41
H  2.58  1.46  -4.14
H  3.14  1.09  -2.50
Cl  -4.81  0.41  7.97
C  -3.67  0.52  6.64
C  -3.06  1.75  6.35
C  -2.17  1.85  5.32
C  -1.80  0.73  4.49
O  -0.93  0.85  3.58
C  -2.46  -0.51  4.82
C  -2.23  -1.74  4.10
O  -1.49  -1.97  3.15
C  -3.37  -0.58  5.88
H  -3.31  2.62  6.94
H  -1.70  2.80  5.08
H  -2.83  -2.59  4.50
H  -3.86  -1.53  6.10
C  1.60  -1.43  3.60
O  1.74  -0.68  2.41
C  2.70  -1.20  1.51
C  2.90  -0.19  0.40
O  1.86  -0.23  -0.56
C  1.99  -1.27  -1.51
H  2.55  -1.45  4.15
H  1.28  -2.46  3.39
H  0.83  -0.94  4.19
H  2.36  -2.16  1.11
H  3.65  -1.38  2.04
H  3.87  -0.36  -0.09
H  2.89  0.82  0.82
H  2.95  -1.19  -2.03
H  1.17  -1.14  -2.22
H  1.90  -2.27  -1.07
F  -3.15  0.48  1.29

No. 7
This record from the Open Molecules 2025 dataset describes a gas-phase ion, C4H9N2O2 (charge -1). The level of theory is the ωB97M-V functional and the def2-TZVPD basis.

## Properties
Multiplicity: 1
Charge: -1
Energy relative to the best compared isomer or geometry (same formula, charge and spin): 192.80 kJ/mol
DFT total energy: -417.80920 a.u.
E_LUMO: 3.727 eV

CARTESIAN COORDINATES (ANGSTROEM)
N  1.86  1.23  -0.70
C  0.61  1.61  -1.17
O  0.47  2.77  -1.57
N  -0.29  0.64  -1.40
C  -0.24  -0.70  -0.75
C  -0.01  -0.64  0.79
C  -1.23  -1.22  1.61
O  -0.94  -1.07  2.90
H  2.44  2.04  -0.58
H  2.02  0.66  0.12
H  -1.20  0.83  -1.77
H  0.40  -1.33  -1.37
H  -1.25  -1.07  -0.79
H  0.96  -1.07  1.02
H  -0.11  0.39  1.13
H  -2.20  -0.77  1.29
H  -1.29  -2.28  1.22

No. 8
This record from the Open Molecules 2025 dataset describes a molecular structure, CHAgO2. The level of theory is the ωB97M-V functional and the def2-TZVPD basis.

## Properties
Multiplicity: 3
Charge: +2
DFT total energy: -335.11437 a.u.
E_LUMO (alpha / beta): -11.837 / -17.998 eV

CARTESIAN COORDINATES (ANGSTROEM)
O  -1.76  0.27  -0.09
C  -0.67  0.70  0.07
O  0.31  -0.22  0.12
Ag  2.42  0.33  -0.05
H  -0.29  -1.09  -0.05

No. 9
This record from the Open Molecules 2025 dataset describes 3 unconnected molecules or ions with the total composition C3H12N2O2. The level of theory is the ωB97M-V functional and the def2-TZVPD basis.

## Properties
Multiplicity: 1
Energy relative to the best compared isomer or geometry (same formula, charge and spin): 127.99 kJ/mol
DFT total energy: -381.46617 a.u.
E_LUMO: 0.386 eV

CARTESIAN COORDINATES (ANGSTROEM)
C  1.87  0.36  -1.61
C  0.93  0.07  -0.44
N  -0.41  0.44  -0.83
C  -1.42  -0.22  -0.46
N  -1.51  -0.94  0.75
H  1.36  0.04  -2.52
H  2.14  1.42  -1.71
H  2.84  -0.13  -1.57
H  1.05  -1.00  -0.21
H  1.29  0.56  0.48
H  -2.35  -0.13  -1.02
H  -0.76  -1.63  0.80
H  -2.36  -1.47  0.82
O  0.54  -2.88  1.94
H  0.78  -3.61  1.36
H  0.57  -3.19  2.85
O  -0.32  3.53  0.08
H  -0.07  2.62  -0.13
H  -0.98  3.68  -0.60

No. 10
This record from the Open Molecules 2025 dataset describes a molecular structure, C2H6N2O. The level of theory is the ωB97M-V functional and the def2-TZVPD basis.

## Properties
Multiplicity: 1
Energy relative to the best compared isomer or geometry (same formula, charge and spin): 557.56 kJ/mol
DFT total energy: -264.37495 a.u.
E_LUMO: 0.453 eV

CARTESIAN COORDINATES (ANGSTROEM)
C  0.32  0.06  1.38
C  0.06  -0.25  -0.03
H  1.14  1.26  1.46
H  -0.89  0.47  1.92
H  0.86  -1.08  1.84
H  0.22  -2.22  -0.14
H  0.02  1.75  -0.68
H  -0.49  -0.24  -2.27
N  -0.04  -1.37  -0.72
N  -0.46  0.91  -0.69
O  -0.74  0.73  -2.08

Question: Among the records above, which one has the highest multiplicity?
Answer: CHAgO2

Question: What is the formula in the fifth record?
Answer: C6H17N5O2